(a)
This record from the Open Molecules 2025 dataset describes a structure of composition C7H13N3O5. The level of theory is ωB97M-V with the def2-TZVPD basis set.

Calculated values
E_HOMO, eV: -9.251
Kohn-Sham gap, eV: 9.7
Net charge: 0

Each line ends with the Mulliken charge.
Cartesian coordinates (Å):
O (0.341, -2.516, 0.560)  -0.58
O (4.110, 0.162, 0.707)  -0.47
O (-0.485, 1.158, 0.474)  -0.25
O (3.137, -0.061, -1.346)  -0.60
O (-1.866, 1.307, -1.322)  -0.54
N (1.707, 0.658, 0.626)  -0.21
N (0.980, 1.722, -1.303)  -0.42
N (0.325, -0.893, -1.103)  -0.32
C (-1.722, -2.147, -0.560)  -1.35
C (-1.777, 1.261, -0.141)  0.73
C (-0.281, -1.903, -0.267)  0.77
C (3.382, 0.096, -0.180)  0.81
C (-2.805, 1.297, 0.966)  -1.09
C (1.637, 0.107, 1.943)  -0.78
C (0.737, 1.049, -0.118)  0.45
H (1.537, 1.267, -2.008)  0.26
H (-2.381, 2.070, 1.592)  0.33
H (-1.923, -3.188, -0.776)  0.36
H (0.960, 0.891, 2.408)  0.27
H (0.251, 2.206, -1.781)  0.26
H (2.706, 0.118, 2.410)  0.29
H (1.332, -1.001, -1.014)  0.25
H (-2.471, -1.900, 0.160)  0.21
H (0.092, -1.161, -2.049)  0.29
H (1.060, -0.729, 1.828)  0.24
H (-1.907, -1.632, -1.413)  0.45
H (-3.009, 0.249, 1.291)  0.23
H (-3.667, 1.512, 0.417)  0.40

=====

(b)
This record from the Open Molecules 2025 dataset describes a cluster of 3 separate species, C7H13N3O5 in total. The level of theory is ωB97M-V with the def2-TZVPD basis set.

Calculated values
SMILES: C/N=C(/N)OC(C)=O.CC(N)=O.O=C=O
E_HOMO, eV: -9.186
Kohn-Sham gap, eV: 9.8
Net charge: 0

Each line ends with the Mulliken charge.
Cartesian coordinates (Å):
O (-1.261, -1.037, -0.068)  -0.65
O (1.257, 2.390, 1.770)  -0.62
O (-2.787, -1.247, -2.607)  -0.35
O (-1.890, -3.312, -2.858)  -0.36
O (1.073, 0.150, 1.181)  -0.04
N (2.204, -0.762, -0.600)  -0.70
N (1.915, 1.479, -0.751)  -0.38
N (-0.329, 0.276, -1.572)  -0.31
C (-2.474, 0.967, -0.593)  -1.34
C (-2.409, -2.300, -2.780)  0.69
C (-1.323, -0.025, -0.732)  0.73
C (1.705, 0.244, -0.036)  0.44
C (0.140, 0.818, 3.221)  -0.97
C (1.852, -2.053, 0.045)  -0.63
C (0.905, 1.241, 2.010)  0.76
H (-0.657, 1.550, 3.341)  0.33
H (1.840, -2.027, 1.187)  0.17
H (-2.788, 0.880, 0.525)  0.24
H (2.460, -2.928, -0.259)  0.34
H (-2.238, 1.939, -0.738)  0.45
H (-0.375, -0.133, 2.956)  0.27
H (2.630, 1.418, -1.411)  0.25
H (1.950, 2.262, -0.072)  0.28
H (0.762, 0.852, 4.148)  0.28
H (-3.240, 0.770, -1.335)  0.34
H (0.814, -2.223, -0.151)  0.17
H (-0.255, 1.174, -2.160)  0.22
H (0.519, -0.361, -1.663)  0.38

=====

The structure with the least stability is (a).

=====

(a)
This record from the Open Molecules 2025 dataset describes the molecule C3H6N2O2S. The level of theory is ωB97M-V with the def2-TZVPD basis set.

Calculated values
SMILES: NC(=O)NOCC=S
E_HOMO, eV: -9.020
Kohn-Sham gap, eV: 8.4
Net charge: 0

Each line ends with the Mulliken charge.
Cartesian coordinates (Å):
S (-2.674, -2.816, 0.334)  -0.22
O (-0.497, 0.382, -0.317)  -0.33
O (2.393, 2.181, -0.384)  -0.55
N (1.373, 0.942, 1.400)  -0.45
N (0.845, 0.417, -0.870)  -0.23
C (-0.697, -1.143, -0.523)  -0.07
C (-2.071, -1.376, 0.133)  -0.22
C (1.578, 1.385, 0.068)  0.40
H (-2.833, -0.519, -0.009)  0.24
H (0.276, 1.069, 1.547)  0.30
H (-0.818, -1.377, -1.605)  0.31
H (1.022, 0.907, -1.774)  0.27
H (1.931, 1.504, 1.927)  0.26
H (0.172, -1.556, 0.074)  0.30

=====

(b)
This record from the Open Molecules 2025 dataset describes the molecule C3H6N2O2S. The level of theory is ωB97M-V with the def2-TZVPD basis set.

Calculated values
SMILES: CO/N=C(/N)C(=O)S
E_HOMO, eV: -8.805
Kohn-Sham gap, eV: 8.5
Net charge: 0

Each line ends with the Mulliken charge.
Cartesian coordinates (Å):
S (-1.618, -2.011, -0.028)  -0.17
O (0.979, -0.819, 0.076)  -0.19
O (-2.918, 0.262, -0.064)  -0.44
N (0.551, 0.567, -0.304)  -0.39
N (-0.830, 2.116, 0.158)  -0.49
C (-0.730, 0.704, 0.031)  0.33
C (2.395, -0.819, 0.047)  -0.58
C (-1.866, -0.212, 0.151)  0.49
H (-1.723, 2.731, -0.099)  0.26
H (0.050, 2.663, -0.206)  0.29
H (2.839, -1.064, 1.087)  0.24
H (2.792, -1.856, -0.551)  0.20
H (3.079, 0.064, -0.349)  0.27
H (-3.000, -2.326, 0.050)  0.17

=====

(c)
This record from the Open Molecules 2025 dataset describes the molecule C3H6N2O2S. The level of theory is ωB97M-V with the def2-TZVPD basis set.

Calculated values
SMILES: OCC(/C=N/O)=N\S
E_HOMO, eV: -9.211
Kohn-Sham gap, eV: 9.5
Net charge: 0

Each line ends with the Mulliken charge.
Cartesian coordinates (Å):
S (-0.873, 2.621, -0.478)  -0.20
O (1.267, -2.522, 2.164)  -0.46
O (0.352, -1.311, -2.006)  -0.54
N (-0.260, 1.329, 0.382)  -0.42
N (0.531, -1.997, 0.982)  -0.28
C (0.497, -0.686, 1.046)  -0.28
C (-0.445, -0.230, -1.451)  -0.52
C (-0.092, 0.219, -0.105)  0.72
H (-0.499, 0.663, -2.073)  0.34
H (-1.588, -0.577, -1.498)  0.23
H (0.802, -0.297, 1.981)  0.48
H (0.956, -3.602, 2.106)  0.37
H (-0.945, 3.375, 0.760)  0.20
H (0.635, -1.994, -1.370)  0.35

=====

The structure with the least stability is (b).

=====

(a)
This record from the Open Molecules 2025 dataset describes a structure of composition C3H6N2O2S. The level of theory is ωB97M-V with the def2-TZVPD basis set.

Calculated values
E_HOMO, eV: -9.609
Kohn-Sham gap, eV: 9.4
Net charge: 0

Each line ends with the Mulliken charge.
Cartesian coordinates (Å):
S (1.875, -1.138, -0.559)  0.84
O (2.732, -2.091, 0.098)  -0.50
O (2.748, 0.513, -1.090)  -0.60
N (0.462, -0.616, 0.288)  -0.10
N (1.092, -1.652, -1.903)  -0.41
C (0.805, 0.521, 1.213)  -1.02
C (-0.652, -0.465, -0.665)  -0.33
C (-0.113, -1.286, -1.920)  0.05
H (-1.601, -1.021, -0.496)  0.29
H (-0.105, 0.882, 1.663)  0.36
H (-0.836, 0.566, -1.001)  0.33
H (-0.875, -1.511, -2.792)  0.31
H (1.495, 0.142, 1.889)  0.37
H (1.410, 1.294, 0.741)  0.43

=====

(b)
This record from the Open Molecules 2025 dataset describes the molecule C3H6N2O2S. The level of theory is ωB97M-V with the def2-TZVPD basis set.

Calculated values
SMILES: NC[C@H]1ONC(=O)S1
E_HOMO, eV: -9.771
Kohn-Sham gap, eV: 10.4
Net charge: 0

Each line ends with the Mulliken charge.
Cartesian coordinates (Å):
S (1.540, -1.210, -0.260)  -0.15
O (1.026, -3.183, 1.287)  -0.53
O (-0.798, -0.577, 0.136)  -0.20
N (-0.616, 2.293, -0.771)  -0.63
N (-0.571, -1.537, 1.154)  -0.35
C (0.630, -2.118, 0.899)  0.48
C (0.379, 0.153, 0.040)  0.23
C (0.253, 1.171, -1.017)  -0.73
H (-0.085, 0.626, -1.951)  0.36
H (1.265, 1.570, -1.167)  0.34
H (-0.521, 2.433, 0.446)  0.30
H (-1.578, 1.936, -0.984)  0.32
H (-1.436, -2.131, 1.174)  0.31
H (0.512, 0.573, 1.012)  0.26

=====

The structure with the least stability is (a).

=====

(a)
This record from the Open Molecules 2025 dataset describes a cluster of 2 separate species, C3H6N2O2S in total. The level of theory is ωB97M-V with the def2-TZVPD basis set.

Calculated values
E_HOMO (alpha / beta), eV: -8.389 / -8.390
Kohn-Sham gap (alpha / beta), eV: 7.2 / 7.2
Net charge: 0

Each line ends with the Mulliken charge.
Cartesian coordinates (Å):
S (-2.064, -2.163, 0.299)  -0.23
O (-1.534, 1.480, 1.136)  -0.41
O (-2.179, 1.063, -1.026)  -0.63
N (-1.949, 0.627, 0.099)  0.65
N (1.274, 0.319, -0.415)  -0.34
C (-1.751, -0.640, 0.302)  0.29
C (1.983, -0.223, 0.671)  -0.76
C (0.648, -0.268, -1.319)  -0.46
H (2.796, 0.338, 0.823)  0.31
H (2.212, -1.342, 0.376)  0.28
H (0.680, -1.474, -1.483)  0.21
H (-1.714, 2.406, 1.061)  0.33
H (0.190, 0.219, -2.022)  0.48
H (1.408, -0.341, 1.497)  0.28

=====

(b)
This record from the Open Molecules 2025 dataset describes the molecule C3H6N2O2S. The level of theory is ωB97M-V with the def2-TZVPD basis set.

Calculated values
SMILES: [H]/N=C/N(O)CC(O)=S
E_HOMO, eV: -8.420
Kohn-Sham gap, eV: 8.8
Net charge: 0

Each line ends with the Mulliken charge.
Cartesian coordinates (Å):
S (1.428, 3.192, -0.784)  -0.28
O (0.257, -1.000, -0.891)  -0.60
O (0.823, 0.915, -2.133)  -0.49
N (-1.089, -2.191, 0.735)  -0.62
N (-0.313, -0.163, 0.119)  0.10
C (1.020, 1.562, -1.004)  0.29
C (-1.016, -0.957, 1.100)  -0.01
C (0.476, 0.942, 0.409)  -0.49
H (1.444, 0.832, 1.105)  0.28
H (-0.152, -1.921, -0.659)  0.43
H (-1.773, -2.632, 1.308)  0.23
H (-0.224, 1.792, 0.922)  0.33
H (0.638, -0.007, -2.069)  0.47
H (-1.519, -0.365, 1.844)  0.35

=====

The structure with the least stability is (a).